Record 1
Below is a cluster of 2 separate species, CH5NOS2 in total at a distorted geometry, with properties calculated with the ωB97M-V functional and the def2-TZVPD basis.

Last column: natural (NBO) charge in e.
Positions of all 10 atoms, in Å:
S (-1.65, 1.97, 1.23)  0.2621
S (-0.95, 2.22, -0.70)  0.2950
H (-2.20, 3.20, 1.45)  0.2076
H (0.05, 1.35, -0.81)  0.2148
C (1.47, -1.38, -0.13)  0.5483
N (0.09, -1.66, -0.18)  -0.8824
O (1.95, -0.26, -0.36)  -0.5650
H (1.88, -2.34, 0.29)  0.1575
H (-0.40, -0.94, 0.18)  0.3523
H (-0.24, -2.15, -0.97)  0.4098

Values from the calculation:
total charge: +1
HOMO level (alpha / beta): -13.9 / -13.9 eV
2S+1: 2
⟨S²⟩: 0.7548
relative energy (zero: lowest compared OMol25 entry of this formula, charge and spin): 164.8 kJ/mol
frontier orbital gap (alpha / beta): 0.29766 / 0.18173 Eh



Record 2
Below is an isolated molecule of C5H12OSSi at a distorted geometry, with properties calculated with the ωB97M-V functional and the def2-TZVPD basis.

Last column: natural (NBO) charge in e.
Positions of all 20 atoms, in Å:
C (-0.33, 3.94, -0.17)  -0.7186
C (-0.28, 2.43, -0.51)  0.4416
O (-1.13, 1.74, -0.97)  -0.5596
S (1.30, 1.82, 0.04)  0.1241
C (1.22, -0.13, -0.40)  -0.9357
Si (-0.19, -1.27, 0.34)  1.3649
C (0.44, -2.40, 1.80)  -1.0787
C (-0.78, -2.29, -1.17)  -1.0858
H (-0.68, 4.35, -1.16)  0.2442
H (-1.10, 4.09, 0.59)  0.2449
H (0.69, 4.20, 0.18)  0.2330
H (2.18, -0.41, 0.12)  0.2469
H (1.13, -0.21, -1.56)  0.2602
H (-1.33, -0.61, 0.79)  -0.1921
H (0.81, -3.39, 1.50)  0.2367
H (1.33, -1.76, 2.30)  0.2255
H (-0.21, -2.54, 2.65)  0.2416
H (-1.23, -1.63, -1.88)  0.2398
H (-0.19, -2.99, -1.68)  0.2332
H (-1.66, -2.95, -0.81)  0.2340

Values from the calculation:
total charge: 0
HOMO level: -9.3 eV
relative energy (zero: lowest compared OMol25 entry of this formula, charge and spin): 63.9 kJ/mol
SMILES: CC(=O)SC[SiH](C)C
frontier orbital gap: 0.37071 Eh



Record 3
Below is an isolated molecule of C20H16F2N4O2S2 at a distorted geometry, with properties calculated with the ωB97M-V functional and the def2-TZVPD basis.

Last column: natural (NBO) charge in e.
Positions of all 46 atoms, in Å:
C (2.24, -1.15, 2.47)  -0.6438
C (2.33, -0.44, 1.16)  0.0050
C (1.40, 0.59, 0.94)  -0.1677
C (1.34, 1.35, -0.25)  -0.0575
C (0.24, 2.32, -0.53)  0.1690
C (0.42, 3.52, -1.14)  -0.2886
C (-0.92, 4.13, -1.20)  0.0889
C (-1.26, 5.49, -1.72)  0.5442
F (-0.40, 5.77, -2.76)  -0.3351
F (-1.08, 6.34, -0.69)  -0.3244
N (-1.82, 3.34, -0.66)  -0.2353
N (-1.14, 2.21, -0.30)  -0.2073
C (-1.88, 1.11, 0.17)  0.3950
C (-3.19, 1.24, 0.69)  -0.2391
C (-4.01, 0.15, 0.99)  -0.1328
C (-3.43, -1.08, 0.65)  -0.3883
S (-4.25, -2.66, 0.78)  2.1316
C (-4.55, -3.21, -0.92)  -0.8613
O (-3.35, -3.64, 1.41)  -0.9335
O (-5.51, -2.45, 1.50)  -0.9369
C (-2.14, -1.17, 0.18)  0.0755
N (-1.40, -0.09, -0.05)  -0.4279
C (2.32, 1.07, -1.22)  -0.1966
C (3.30, 0.11, -0.96)  -0.1665
C (3.33, -0.69, 0.18)  -0.0575
C (4.25, -1.84, 0.17)  0.0882
C (3.83, -3.08, 0.52)  -0.4094
S (5.13, -4.23, 0.25)  0.3638
C (6.11, -2.92, -0.44)  -0.1084
N (5.56, -1.74, -0.34)  -0.4208
H (3.25, -1.49, 2.81)  0.2299
H (1.56, -2.00, 2.42)  0.2207
H (1.81, -0.53, 3.30)  0.2243
H (0.75, 0.85, 1.79)  0.2095
H (1.35, 3.94, -1.46)  0.2444
H (-2.32, 5.44, -2.00)  0.1513
H (-3.58, 2.24, 0.87)  0.2424
H (-5.04, 0.24, 1.36)  0.2619
H (-4.90, -4.25, -0.96)  0.2652
H (-3.61, -3.20, -1.44)  0.2390
H (-5.26, -2.57, -1.44)  0.2457
H (-1.73, -2.13, -0.06)  0.2154
H (2.33, 1.59, -2.18)  0.2211
H (4.00, -0.09, -1.78)  0.2256
H (2.82, -3.36, 0.79)  0.2527
H (7.10, -3.03, -0.90)  0.2284

Values from the calculation:
total charge: 0
HOMO level: -8.6 eV
SMILES: Cc1cc(-c2cc(C(F)F)nn2-c2ccc(S(C)(=O)=O)cn2)ccc1-c1cscn1
frontier orbital gap: 0.30752 Eh



Record 4
Below is a cluster of 7 separate species, C53H56F7N2O7S in total at a distorted geometry, with properties calculated with the ωB97M-V functional and the def2-TZVPD basis.

Last column: Mulliken charge in e.
Positions of all 126 atoms, in Å:
C (-0.02, -0.50, 1.75)  -1.0933
C (-0.69, -1.63, 0.77)  0.5778
O (-2.15, -1.65, 1.09)  -0.4984
C (-0.58, -1.30, -0.83)  -0.6569
O (0.27, -0.11, -1.15)  -0.1228
C (-0.48, 0.60, -2.23)  -0.2821
C (-0.63, -0.18, -3.67)  0.0723
C (-1.46, 0.62, -4.86)  0.4187
C (-1.56, -0.16, -6.32)  0.1721
O (-2.31, 0.45, -7.27)  -0.4473
O (-0.89, -1.42, -6.67)  -0.1507
S (0.79, -1.22, -6.90)  1.1155
O (1.02, -1.18, -8.46)  -0.5663
O (1.37, 0.10, -6.32)  -0.4897
C (1.62, -2.78, -6.29)  0.5092
F (1.80, -3.67, -7.51)  -0.2346
F (0.66, -3.49, -5.41)  -0.2287
C (3.12, -2.58, -5.66)  0.4331
F (3.91, -1.48, -6.27)  -0.2179
F (3.88, -3.85, -6.00)  -0.2363
C (3.14, -2.53, -3.99)  0.6376
F (4.58, -2.32, -3.61)  -0.2422
F (2.76, -3.84, -3.38)  -0.2110
F (2.39, -1.37, -3.44)  -0.1717
C (-2.09, 2.10, -4.55)  -1.0598
C (-1.83, 2.72, -3.04)  0.8573
C (-2.48, 4.25, -2.80)  -0.9496
C (-3.80, 4.07, -1.80)  -0.0187
N (-4.17, 2.82, -1.30)  -0.4583
N (-1.04, 2.00, -1.94)  0.8519
C (-0.78, 2.62, -0.56)  -0.0007
C (0.74, 3.31, -0.64)  -0.2338
C (1.53, 3.33, 0.80)  -0.1499
O (2.99, 3.42, 0.48)  -0.5375
H (0.13, -1.01, 2.82)  0.3830
H (-0.81, 0.36, 1.92)  0.1484
H (1.02, -0.09, 1.39)  0.2488
H (-0.32, -2.74, 0.99)  0.2839
H (-2.32, -1.22, 1.98)  0.2011
H (-0.14, -2.18, -1.49)  0.1790
H (-1.68, -1.08, -1.24)  0.4075
H (-0.16, -1.26, -3.83)  0.1698
H (-2.67, 2.64, -5.41)  0.3560
H (-2.86, 4.72, -3.80)  0.3934
H (-1.71, 4.99, -2.31)  0.2950
H (-4.47, 4.98, -1.45)  0.3344
H (-5.01, 3.01, -0.70)  0.2640
H (-0.82, 1.84, 0.32)  -0.5424
H (-1.51, 3.49, -0.29)  0.3477
H (1.33, 2.73, -1.50)  0.2448
H (0.56, 4.44, -0.95)  0.2530
H (1.23, 4.29, 1.42)  0.2862
H (1.32, 2.32, 1.36)  -0.0362
H (3.27, 2.51, 0.13)  0.3226
C (3.42, -9.68, -2.71)  -0.4749
C (2.92, -8.88, -1.68)  -0.3703
C (2.84, -7.50, -1.85)  -0.4814
C (3.27, -6.92, -3.05)  -0.0214
C (3.77, -7.72, -4.07)  -0.3985
C (3.85, -9.10, -3.90)  -0.4440
H (3.48, -10.76, -2.57)  0.3787
H (2.58, -9.33, -0.75)  0.3651
H (2.46, -6.87, -1.05)  0.3713
H (3.20, -5.84, -3.18)  0.3611
H (4.09, -7.27, -5.01)  0.3897
H (4.24, -9.73, -4.70)  0.3877
C (-0.58, 3.88, 4.54)  -0.6982
C (-0.06, 4.34, 5.75)  -0.1644
C (0.88, 3.59, 6.44)  -0.1167
C (1.32, 2.37, 5.92)  -0.6714
C (0.81, 1.91, 4.70)  -0.1774
C (-0.14, 2.66, 4.02)  -0.1482
H (-1.32, 4.47, 4.01)  0.3620
H (-0.40, 5.29, 6.16)  0.3741
H (1.28, 3.94, 7.39)  0.1972
H (2.07, 1.79, 6.45)  0.3739
H (1.16, 0.97, 4.29)  0.2808
H (-0.55, 2.30, 3.08)  0.3749
C (7.00, -5.68, -4.11)  -0.0933
C (8.03, -5.63, -5.05)  -0.4820
C (9.12, -6.49, -4.94)  -0.3540
C (9.19, -7.40, -3.89)  -0.4443
C (8.16, -7.46, -2.95)  -0.4267
C (7.07, -6.60, -3.05)  -0.4177
H (6.15, -5.01, -4.19)  0.3853
H (7.97, -4.92, -5.87)  0.3554
H (9.92, -6.44, -5.67)  0.3587
H (10.04, -8.08, -3.80)  0.3615
H (8.21, -8.17, -2.13)  0.3702
H (6.27, -6.64, -2.32)  0.3725
C (1.79, 5.26, 11.21)  -0.4353
C (1.54, 5.57, 9.88)  -0.2623
C (2.56, 6.08, 9.07)  -0.3157
C (3.83, 6.27, 9.60)  -0.4150
C (4.09, 5.96, 10.94)  -0.3614
C (3.07, 5.46, 11.74)  -0.3512
H (1.00, 4.87, 11.84)  0.3535
H (0.55, 5.42, 9.46)  0.3779
H (2.36, 6.33, 8.03)  0.3737
H (4.63, 6.67, 8.97)  0.3567
H (5.08, 6.11, 11.35)  0.3532
H (3.27, 5.22, 12.78)  0.3558
C (-4.89, -1.53, 3.79)  -0.3220
C (-5.01, -2.48, 2.77)  0.0111
C (-6.12, -3.32, 2.73)  -0.5986
C (-7.11, -3.22, 3.70)  -0.3257
C (-6.99, -2.27, 4.72)  -0.4294
C (-5.88, -1.43, 4.76)  -0.4873
H (-4.02, -0.88, 3.82)  0.2659
H (-4.24, -2.56, 2.00)  0.4615
H (-6.21, -4.06, 1.94)  0.3559
H (-7.98, -3.87, 3.67)  0.3593
H (-7.77, -2.19, 5.48)  0.3556
H (-5.78, -0.70, 5.56)  0.3500
C (-7.43, 4.92, -2.31)  -0.3337
C (-7.69, 6.03, -3.11)  -0.3770
C (-8.38, 7.12, -2.58)  -0.3817
C (-8.82, 7.10, -1.26)  -0.3838
C (-8.56, 5.98, -0.46)  -0.4037
C (-7.87, 4.89, -0.99)  -0.4097
H (-6.89, 4.07, -2.72)  0.4892
H (-7.34, 6.05, -4.14)  0.3657
H (-8.59, 7.99, -3.21)  0.3622
H (-9.35, 7.95, -0.85)  0.3633
H (-8.89, 5.96, 0.57)  0.3613
H (-7.67, 4.02, -0.37)  0.3586

Values from the calculation:
total charge: +1
HOMO level: -10.4 eV
frontier orbital gap: 0.17749 Eh



Record 5
Below is a cluster of 2 separate species, C4H8O3 in total at a distorted geometry, with properties calculated with the ωB97M-V functional and the def2-TZVPD basis.

Last column: natural (NBO) charge in e.
Positions of all 15 atoms, in Å:
C (0.17, -0.43, 1.63)  0.5608
C (0.60, -1.71, 1.02)  -0.7142
C (-0.46, 1.36, -2.40)  -0.7092
C (0.00, 1.60, -0.96)  0.8046
O (-0.99, -0.30, 2.18)  -0.5966
O (0.16, 2.75, -0.58)  -0.6420
O (0.07, 0.46, -0.20)  -0.8088
H (0.51, -2.56, 1.76)  0.2257
H (0.04, -1.74, 0.16)  0.2774
H (1.65, -1.75, 0.81)  0.2511
H (-0.14, 0.48, -2.78)  0.2112
H (-1.50, 1.29, -2.47)  0.2216
H (-0.26, 2.21, -2.98)  0.2234
H (-1.55, -1.19, 2.27)  0.5076
H (0.84, 0.25, 1.90)  0.1872

Values from the calculation:
total charge: 0
HOMO level: -8.8 eV
relative energy (zero: lowest compared OMol25 entry of this formula, charge and spin): 330.4 kJ/mol
frontier orbital gap: 0.32476 Eh



Record 6
Below is a cluster of 2 separate species, C8H8BrNO4 in total at a distorted geometry, with properties calculated with the ωB97M-V functional and the def2-TZVPD basis.

Last column: natural (NBO) charge in e.
Positions of all 22 atoms, in Å:
C (0.58, 1.30, -1.39)  -0.2280
C (0.48, 2.19, -0.20)  -0.1781
C (0.21, 0.01, -1.30)  -0.1579
C (0.25, 1.76, 1.03)  -0.2154
C (1.85, 0.10, 1.52)  0.7608
C (-0.14, -0.53, 0.00)  -0.4296
C (0.45, 0.28, 1.25)  0.0412
C (2.94, -1.15, -0.14)  -0.3353
N (3.87, -1.49, 0.92)  0.4606
O (2.58, 0.54, 2.31)  -0.4263
O (3.56, -2.46, 1.61)  -0.4220
O (4.86, -0.78, 0.94)  -0.3876
O (-0.22, -0.21, 2.40)  -0.6679
Br (3.62, 0.25, -1.16)  0.1125
H (1.10, 1.86, -2.18)  0.2294
H (0.47, 3.24, -0.39)  0.2148
H (0.23, -0.58, -2.11)  0.2124
H (0.18, 2.52, 1.83)  0.2319
H (-1.27, -0.64, 0.01)  0.2552
H (0.21, -1.53, 0.20)  0.2427
H (2.39, -1.96, -0.46)  0.2105
H (0.03, 0.22, 3.16)  0.4762

Values from the calculation:
total charge: 0
HOMO level (alpha / beta): -8.7 / -8.7 eV
relative energy (zero: lowest compared OMol25 entry of this formula, charge and spin): 452.7 kJ/mol
frontier orbital gap (alpha / beta): 0.29283 / 0.29293 Eh



Number 1: energy -967.101151 Eh. Number 2: energy -960.601956 Eh. Number 3: energy -2137.306221 Eh. Number 4: energy -3785.615912 Eh. Number 5: energy -382.838959 Eh. Number 6: energy -3239.103165 Eh.